C25H19BCl2F2FeN9O2 | ωB97M-V with the def2-TZVPD basis set

Summary:
**Relative energy (zero: lowest compared OMol25 entry of this formula, charge and spin)**: 2.672 eV
**Total charge**: 0
**Spin multiplicity**: 2
**E_LUMO (spin up / spin down)**: 0.5230 / -0.7457 eV
**HOMO level (spin up / spin down)**: -7.644 / -7.713 eV
**Kohn-Sham gap (spin up / spin down)**: 8.167 / 6.967 eV

CARTESIAN COORDINATES (ANGSTROEM)
1 Fe -0.447 -0.289 -0.380
2 C -0.758 3.887 -0.410
3 C -1.147 2.608 -0.818
4 N -0.422 1.692 -0.201
5 N 0.450 2.333 0.615
6 C 0.253 3.665 0.493
7 B 1.391 1.417 1.451
8 N 2.179 0.501 0.463
9 C 3.492 0.036 0.510
10 C 3.616 -1.084 -0.212
11 C 2.264 -1.403 -0.718
12 N 1.461 -0.293 -0.337
13 N 0.479 0.479 2.309
14 C 0.486 0.218 3.631
15 C -0.368 -0.834 3.873
16 C -0.863 -1.175 2.609
17 N -0.358 -0.375 1.680
18 N 2.383 2.133 2.374
19 C 2.650 3.428 2.682
20 C 3.636 3.455 3.633
21 C 3.927 2.100 3.861
22 N 3.180 1.312 3.113
23 H -1.152 4.836 -0.729
24 H -1.893 2.299 -1.532
25 H 0.829 4.385 1.037
26 H 4.229 0.575 1.078
27 H 4.504 -1.671 -0.369
28 H 2.145 -1.632 -1.777
29 H 1.109 0.787 4.298
30 H -0.594 -1.290 4.821
31 H -1.564 -1.946 2.326
32 H 2.153 4.255 2.217
33 H 4.078 4.325 4.087
34 H 4.647 1.664 4.538
35 F 1.115 -0.093 -5.540
36 C 0.127 -0.314 -4.645
37 C 0.373 -0.096 -3.306
38 C -0.631 -0.304 -2.356
39 C -1.898 -0.705 -2.838
40 C -2.082 -0.947 -4.190
41 F -3.275 -1.391 -4.660
42 C -1.088 -0.759 -5.129
43 C -2.964 -0.768 -1.808
44 C -4.312 -1.055 -2.019
45 C -5.199 -0.965 -0.960
46 C -4.743 -0.591 0.290
47 C -3.390 -0.344 0.434
48 N -2.528 -0.438 -0.578
49 H 1.361 0.246 -3.015
50 H -1.256 -0.949 -6.178
51 H -4.659 -1.338 -2.998
52 H -6.248 -1.178 -1.124
53 H -5.405 -0.487 1.139
54 H -2.967 -0.049 1.386
55 Cl 1.438 -5.408 0.834
56 C 0.360 -4.566 -0.230
57 Cl 0.666 -4.993 -1.935
58 C 0.556 -3.060 -0.241
59 O 1.781 -2.676 -0.022
60 O -0.420 -2.374 -0.455
61 H -0.685 -4.798 -0.069

Atoms 1-3, force components in eV/Å:
Fe -0.50 -0.09 -0.31
C -0.03 -0.02 -0.02
C -0.01 0.01 -0.05

Atomic partial charges in e from the Löwdin method, atoms 1 to 6: number 1, Fe, carries 0.42; number 2, C, carries -0.04; number 3, C, carries -0.10; number 4, N, carries 0.00; number 5, N, carries 0.06; number 6, C, carries -0.06

---

C3H10NS | ωB97M-V with the def2-TZVPD basis set

Summary:
**Relative energy (zero: lowest compared OMol25 entry of this formula, charge and spin)**: 3.096 eV
**Total charge**: +2
**Spin multiplicity**: 2
**E_LUMO (spin up / spin down)**: -9.4814 / -14.4502 eV
**HOMO level (spin up / spin down)**: -21.063 / -21.027 eV
**Kohn-Sham gap (spin up / spin down)**: 11.582 / 6.577 eV

CARTESIAN COORDINATES (ANGSTROEM)
1 C 0.456 1.871 0.688
2 N 0.993 2.078 -0.633
3 H 1.284 1.639 1.361
4 H -0.173 2.746 0.888
5 H 1.970 1.793 -0.824
6 H 0.460 1.697 -1.430
7 C -0.846 -2.074 -0.395
8 C 0.133 -1.063 0.159
9 S -0.675 0.359 1.092
10 H -0.360 -2.862 -0.976
11 H -1.606 -1.683 -1.076
12 H -1.279 -2.619 0.449
13 H 0.733 -1.496 0.963
14 H 0.698 -0.542 -0.603
15 H -1.789 0.157 0.338

Atoms 1-3, force components in eV/Å:
C -0.25 -0.03 -0.90
N -0.19 -3.28 -0.24
H -0.22 0.61 0.37

Atomic partial charges in e from the Löwdin method, atoms 1 to 6: number 1, C, carries -0.25; number 2, N, carries 0.32; number 3, H, carries 0.13; number 4, H, carries 0.15; number 5, H, carries 0.19; number 6, H, carries 0.18